Molecular formula: C6H9N
Method: DFT, the ωB97M-V functional and the def2-TZVPD basis

```
16
Properties=species:S:1:pos:R:3:mulliken_charge:R:1
C -0.618 -1.987 -2.746 -1.303
C -0.687 -1.116 -1.569 0.944
C -0.744 -0.407 -0.597 -0.176
C -0.781 0.471 0.579 -0.797
N 0.372 0.250 1.422 -0.311
C 0.706 1.461 2.405 -0.819
C 1.538 1.051 1.258 -0.173
H -0.576 -1.406 -3.672 0.297
H -1.489 -2.646 -2.805 0.290
H 0.275 -2.620 -2.711 0.293
H -0.832 1.525 0.268 0.322
H -1.693 0.270 1.166 0.281
H 0.479 0.572 2.972 0.491
H 0.056 2.340 2.229 0.207
H 1.503 1.675 0.369 0.237
H 2.492 0.567 1.431 0.217
```

Summary:
Orbital gap (eV): 10.323
HOMO (eV): -9.27
Net charge: 0
Structure (SMILES): CC#CCN1CC1
2S+1: 1

Molecular formula: C6H9N
Method: DFT, the ωB97M-V functional and the def2-TZVPD basis

```
16
Properties=species:S:1:pos:R:3:mulliken_charge:R:1
C 0.313 -0.471 1.654 -1.113
C 0.883 -1.243 -1.387 -1.285
C -0.999 -0.147 0.222 0.397
C 0.283 -0.347 -0.376 0.466
C 0.050 2.285 -0.569 -0.872
N -2.158 -0.703 0.346 -0.880
C -0.167 1.003 -0.318 0.403
H -2.809 -0.086 0.832 0.217
H 1.343 -0.127 1.694 0.401
H 0.183 -1.530 1.850 0.362
H -0.243 0.144 2.355 0.389
H 0.240 -1.241 -2.275 0.326
H 1.888 -0.928 -1.666 0.335
H 0.910 -2.270 -1.018 0.342
H -0.731 3.022 -0.434 0.264
H 1.016 2.638 -0.909 0.248
```

Summary:
Orbital gap (eV): 8.724
HOMO (eV): -8.27
Net charge: 0
2S+1: 1

Molecular formula: C6H9N
Method: DFT, the ωB97M-V functional and the def2-TZVPD basis

```
16
Properties=species:S:1:pos:R:3:mulliken_charge:R:1
C -1.748 -0.678 1.795 0.077
C -1.559 -0.497 0.620 -0.595
C -0.936 -0.337 -0.689 -0.864
C 0.414 0.234 -0.252 1.315
C 1.436 -0.825 0.131 -1.448
C 0.263 1.484 0.527 -0.677
N 0.890 1.499 -0.796 -0.783
H -2.152 -1.068 2.689 0.445
H -0.889 -1.335 -1.140 0.309
H -1.479 0.326 -1.369 0.301
H 0.952 -1.756 0.448 0.385
H 2.073 -0.490 0.955 0.328
H 2.079 -1.063 -0.727 0.336
H -0.706 1.987 0.557 0.309
H 0.828 1.577 1.451 0.267
H 1.899 1.535 -0.684 0.294
```

Summary:
Orbital gap (eV): 10.415
HOMO (eV): -9.40
Net charge: 0
Structure (SMILES): C#CC[C@]1(C)CN1
2S+1: 1

Molecular formula: C6H9N
Method: DFT, the ωB97M-V functional and the def2-TZVPD basis

```
16
Properties=species:S:1:pos:R:3:mulliken_charge:R:1
C -0.931 -1.834 0.174 -1.200
C 0.037 -0.688 0.233 0.937
C 1.438 -0.886 0.437 -0.619
C 2.083 0.282 0.124 -0.590
N 1.115 1.198 -0.224 -0.002
C -0.143 0.634 -0.130 -0.048
C -1.349 1.540 -0.265 -1.317
H -0.429 -2.582 -0.445 0.310
H -1.842 -1.572 -0.374 0.337
H -1.177 -2.319 1.131 0.267
H 1.866 -1.819 0.799 0.382
H 3.141 0.481 -0.002 0.375
H 1.266 2.119 -0.606 0.215
H -2.288 1.074 0.065 0.311
H -1.476 1.881 -1.298 0.316
H -1.227 2.455 0.338 0.326
```

Summary:
Orbital gap (eV): 8.869
HOMO (eV): -7.82
Net charge: 0
Structure (SMILES): Cc1cc[nH]c1C
2S+1: 1

Molecular formula: C6H9N
Method: DFT, the ωB97M-V functional and the def2-TZVPD basis

```
16
Properties=species:S:1:pos:R:3:mulliken_charge:R:1
C -2.861 -0.206 -2.124 -0.907
C -1.824 0.060 -1.240 0.312
C -0.921 -0.130 -0.336 -0.372
C 0.538 0.130 -0.284 -0.454
C 1.056 0.400 1.111 0.136
C 1.509 -0.693 1.994 -0.446
N 2.481 0.173 1.322 -0.611
H -3.539 0.585 -2.430 0.280
H -2.965 -1.174 -2.610 0.245
H -1.677 0.874 -2.061 0.212
H 0.850 0.944 -0.958 0.315
H 1.041 -0.772 -0.663 0.201
H 0.601 1.261 1.603 0.367
H 1.485 -1.720 1.636 0.201
H 1.360 -0.584 3.067 0.276
H 2.865 0.851 1.974 0.246
```

Summary:
Orbital gap (alpha / beta) (eV): 7.578 / 7.422
HOMO (alpha / beta) (eV): -7.71 / -7.60
Net charge: 0
2S+1: 1

Molecular formula: C6H9N
Method: DFT, the ωB97M-V functional and the def2-TZVPD basis

```
16
Properties=species:S:1:pos:R:3:mulliken_charge:R:1
C 2.333 0.455 -0.034 -1.115
C 1.638 -0.825 -0.126 0.637
C 1.104 -1.960 -0.075 -0.868
C -0.137 -0.936 -0.689 -0.323
N -1.014 -0.528 0.376 -0.293
C -2.282 0.038 -0.029 -0.388
C -1.224 0.892 0.571 -0.387
H 2.312 1.000 -0.978 0.340
H 3.378 0.253 0.213 0.325
H 1.916 1.077 0.759 0.287
H 0.085 -0.105 -1.386 0.385
H -0.616 -1.698 -1.300 0.450
H -3.138 -0.289 0.554 0.251
H -2.465 0.152 -1.097 0.242
H -0.717 1.584 -0.104 0.239
H -1.292 1.223 1.605 0.217
```

Summary:
Orbital gap (eV): 10.334
HOMO (eV): -9.44
Net charge: 0
2S+1: 1

Molecular formula: C6H9N2
Method: DFT, the ωB97M-V functional and the def2-TZVPD basis

```
17
Properties=species:S:1:pos:R:3:mulliken_charge:R:1
C -1.540 2.197 0.137 -0.186
C -1.519 0.987 0.074 -0.105
N -1.417 -0.310 -0.229 -0.050
C -2.559 -1.137 0.181 -0.971
C -0.197 -0.918 -0.511 0.083
C 0.856 -0.183 -0.726 -0.015
N 2.047 0.174 -0.662 -0.098
C 2.888 0.166 0.487 -0.731
H -1.495 3.303 0.099 0.411
H -2.620 -2.025 -0.431 0.310
H -2.527 -1.234 1.299 0.353
H -3.376 -0.416 0.210 0.357
H -0.343 -1.886 -0.864 0.371
H 2.401 0.666 -1.466 0.322
H 2.874 1.111 1.068 0.326
H 2.554 -0.652 1.095 0.306
H 3.972 0.156 0.238 0.317
```

Summary:
Orbital gap (eV): 8.096
HOMO (eV): -12.62
Net charge: +1
Structure (SMILES): C#CN(C)C=C=[NH+]C
2S+1: 1

Molecular formula: C6H9N2
Method: DFT, the ωB97M-V functional and the def2-TZVPD basis

```
17
Properties=species:S:1:pos:R:3:mulliken_charge:R:1
C 1.177 -0.144 0.721 -0.489
C -0.621 -1.791 0.888 0.055
C 0.114 0.850 -0.843 0.671
C -1.602 0.353 0.873 -0.438
C -1.184 0.790 -0.495 -0.409
C 1.220 1.098 -1.742 -1.058
N -1.671 -1.117 0.807 -0.397
N 0.716 -1.336 1.009 -0.049
H 2.154 0.379 0.954 0.413
H -0.628 -2.906 0.828 0.342
H -0.714 0.588 1.598 0.360
H -2.618 0.755 1.280 0.347
H -1.856 1.130 -1.404 0.295
H 2.065 0.404 -1.635 0.406
H 1.477 2.139 -1.550 0.300
H 0.691 0.920 -2.633 0.346
H 1.281 -2.112 1.346 0.303
```

Summary:
Orbital gap (eV): 8.718
HOMO (eV): -13.79
Net charge: +1
2S+1: 1

Molecular formula: C6H9N2
Method: DFT, the ωB97M-V functional and the def2-TZVPD basis

```
17
Properties=species:S:1:pos:R:3:mulliken_charge:R:1
C -1.611 1.197 -0.086 -0.026
C -2.217 -0.021 -0.230 -0.249
C -0.518 -1.556 0.102 0.092
C 0.849 -1.250 0.269 -0.242
C 1.277 0.112 -0.560 -0.837
C 0.864 1.279 0.276 -0.576
N -0.441 1.622 0.246 -0.347
N -1.753 -1.250 0.072 -0.182
H -2.394 2.061 -0.045 0.266
H -3.243 -0.072 -0.357 0.431
H 0.988 -1.052 1.336 0.347
H 1.523 -2.089 -0.180 0.281
H 2.231 0.010 -0.922 0.447
H 0.671 0.052 -1.393 0.513
H 1.131 1.111 1.302 0.383
H 1.474 2.195 0.031 0.317
H -2.478 -2.100 0.088 0.382
```

Summary:
Orbital gap (alpha / beta) (eV): 7.331 / 6.822
HOMO (alpha / beta) (eV): -12.98 / -13.03
Net charge: +1
2S+1: 1

Molecular formula: C6H9N2O
Method: DFT, the ωB97M-V functional and the def2-TZVPD basis

```
18
Properties=species:S:1:pos:R:3:mulliken_charge:R:1
C -1.853 -2.196 -2.626 0.132
N -1.259 -1.541 -1.882 0.128
C -0.860 -0.169 -1.468 0.484
O -1.491 0.676 -2.207 -0.540
N -0.052 0.016 -0.429 0.088
C 0.321 1.467 0.035 -0.588
C 0.915 1.281 1.365 -0.456
C 0.455 -0.051 1.828 -0.753
C 0.516 -0.856 0.536 -0.446
H -2.192 -2.871 -3.382 0.457
H -0.613 2.083 -0.077 0.397
H 1.163 1.843 -0.724 0.282
H 0.634 2.311 1.921 0.293
H 2.061 1.390 1.265 0.277
H 1.046 -0.579 2.621 0.348
H -0.507 0.100 2.117 0.353
H 1.697 -1.017 0.527 0.221
H 0.018 -1.885 0.581 0.323
```

Summary:
Orbital gap (eV): 8.746
HOMO (eV): -14.06
Net charge: +1
Structure (SMILES): C#[N+]C(=O)N1CCCC1
2S+1: 1

Molecular formula: C6H9N2O12Pb
Method: DFT, the ωB97M-V functional and the def2-TZVPD basis

```
30
Properties=species:S:1:pos:R:3:mulliken_charge:R:1
Pb -0.074 0.060 -0.297 1.340
N 1.305 -3.179 0.931 0.872
O 0.493 -3.533 1.792 -0.686
O 1.987 -4.041 0.445 -0.695
O 1.324 -1.982 0.563 -0.520
N 0.617 0.315 -3.363 1.292
O 0.109 1.192 -2.718 -0.657
O 0.943 0.500 -4.554 -0.828
O 0.613 -0.738 -2.788 -0.628
C -1.368 2.908 2.683 -1.273
C -1.371 1.962 1.529 1.193
O -1.540 0.755 1.811 -0.771
O -1.200 2.333 0.325 -0.822
H -1.487 2.490 3.682 0.248
H -2.302 3.377 2.375 0.325
H -0.473 3.510 2.524 0.238
C 4.045 1.488 0.974 -1.301
C 2.703 1.030 0.500 1.027
O 1.805 1.166 1.304 -0.695
O 2.573 0.602 -0.654 -0.710
H 4.768 0.872 0.439 0.311
H 4.317 1.468 2.029 0.324
H 4.284 2.520 0.721 0.275
C -3.658 -2.490 -1.663 -1.270
C -2.496 -1.647 -1.285 0.959
O -1.585 -2.039 -0.522 -0.721
O -2.381 -0.532 -1.805 -0.732
H -3.561 -3.351 -1.001 0.338
H -3.773 -2.922 -2.657 0.286
H -4.615 -2.093 -1.323 0.281
```

Summary:
Orbital gap (eV): 6.340
HOMO (eV): 1.13
Net charge: -3
2S+1: 1

Molecular formula: C6H9N2O2
Method: DFT, the ωB97M-V functional and the def2-TZVPD basis

```
19
Properties=species:S:1:pos:R:3:mulliken_charge:R:1
C -1.629 -0.950 3.749 -1.092
C -1.163 -0.445 2.377 0.770
O -1.275 0.744 2.103 -0.663
O -0.636 -1.370 1.643 -0.734
H -1.969 -1.979 3.670 0.325
H -2.266 -0.179 4.185 0.293
H -0.739 -1.087 4.363 0.231
C 1.448 1.784 -3.036 -1.105
C 0.754 0.607 -0.807 -0.598
C 0.837 0.724 -2.177 0.634
C 0.189 -1.250 -1.706 -0.256
N 0.333 -0.648 -0.522 -0.134
N 0.505 -0.481 -2.732 -0.763
H 0.842 1.398 -0.069 0.366
H -0.099 -0.848 0.571 0.469
H 1.771 1.461 -4.020 0.317
H 2.391 2.135 -2.604 0.295
H -0.113 -2.284 -1.807 0.418
H 0.818 2.667 -3.183 0.227
```

Summary:
Orbital gap (eV): 8.143
HOMO (eV): -4.19
Net charge: -1
2S+1: 1

Which ΔE to the lowest compared entry with this formula, charge and spin belongs to each record? In order, 471.9, 576.4, 330.8, 31.4, 633.6, 549.1, 553.1, 581.9, 687.0, 293.5, 134.9, 41.7 kJ/mol.
Which maximum force belongs to each record? In order, 3.18, 2.94, 1.02, 0.46, 0.46, 0.58, 4.05, 5.92, 3.68, 5.77, 5.11, 1.42 eV/Å.